{"formula": "C2H6OS2", "method": "ωB97M-V with the def2-TZVPD basis set", "elements": ["C", "C", "O", "S", "S", "H", "H", "H", "H", "H", "H"], "positions_angstrom": [[0.264009, 1.652622, 0.851308], [-0.411082, -0.651181, 0.136083], [0.688138, -0.848396, 0.293633], [-1.552407, -2.029716, 0.328017], [-1.142370, 0.933047, 0.123831], [0.539677, 2.624354, 0.486504], [0.248021, -1.230667, -3.034934], [0.149251, 1.665539, 1.842842], [0.354355, -0.602320, -2.464400], [1.353222, 1.168767, 0.504846], [-0.490814, -2.682049, 0.932271]], "forces_ev_per_angstrom": [[4.708, 0.225, -4.156], [-6.668, -0.151, 0.097], [7.396, -1.364, 0.496], [0.476, -0.640, 0.234], [-0.741, 0.370, -0.911], [-0.862, 0.904, -0.126], [0.356, 2.167, 1.966], [-0.048, -0.006, 3.870], [-0.347, -2.158, -2.029], [-3.217, 0.536, 1.146], [-1.052, 0.116, -0.587]], "mulliken_charge": [-0.905, 0.473, -0.358, -0.267, -0.088, 0.386, 0.189, 0.341, -0.177, 0.249, 0.156], "e_homo_ev": -9.46, "total_charge": 0, "orbital_gap_ev": 10.12, "energy_ev": -25886.878, "lumo_energy_ev": 0.7}